The molecule C4H6ClNS at a distorted geometry. Source: the Open Molecules 2025 dataset; level of theory: wB97M-V/def2-TZVPD.

Geometry (Å):
H -0.77075 1.53438 -0.31355
H 1.11715 0.06088 -2.41443
S -0.64144 -0.89354 -0.23537
H 1.90853 1.90769 -0.06105
C 0.84872 0.89723 -1.75023
Cl 2.45879 -0.41934 0.12856
H -1.86503 -2.67219 1.48996
H 0.79130 1.90106 -2.23389
H -2.17569 -1.63714 2.97121
C -0.01698 0.75585 -0.45311
C -1.83058 -1.69886 1.93042
N -1.28608 -0.71671 1.33479
C 1.46208 0.98068 -0.39329

Calculated values
Orbital gap: 9.617 eV
Lowest unoccupied orbital energy: 0.9 eV
SMILES: C=NS[C@@H]1C[C@@H]1Cl
HOMO level: -8.67 eV

---

A 5-piece molecular cluster, C6H20IN6O4 overall at a distorted geometry. Source: the Open Molecules 2025 dataset; level of theory: wB97M-V/def2-TZVPD.

Geometry (Å):
N 3.65428 9.32747 -17.30263
I 8.00299 12.23032 -13.04219
H 9.70154 11.19340 -4.77252
H 6.68382 18.90028 -14.75560
H 11.03669 5.96924 -11.10387
O 9.24352 4.11733 -10.33520
O 2.15042 7.78498 -17.50125
H 7.47398 18.47117 -13.29800
C 11.22969 10.71287 -6.16811
O 7.42689 20.70477 -12.45952
N 10.06227 6.09328 -11.33883
C 9.92955 11.28242 -5.83469
N 6.77358 21.16692 -14.50059
C 7.21833 20.37386 -13.56989
N 7.18229 19.20236 -13.93076
H 12.07051 11.02400 -5.54818
H 11.18241 8.86943 -4.95426
H 10.87568 11.04502 -8.03265
H 3.20862 10.05097 -17.84855
N 8.09644 5.76850 -10.99903
C 9.21876 5.22777 -10.80118
H 7.39217 5.06852 -10.81437
H 9.80889 7.06905 -11.40021
C 11.22981 9.19364 -5.99385
H 9.90116 12.36650 -5.94455
H 12.02594 8.61489 -6.46217
H 6.70775 20.88847 -15.46922
H 9.13977 10.81598 -6.42356
H 10.34703 8.81694 -6.51047
H 6.79283 22.14978 -14.26881
H 8.06935 6.68082 -11.43151
H 3.19148 6.69114 -15.84945
N 3.68646 7.56519 -15.95489
C 3.11649 8.18204 -17.00007
O 11.64508 11.08160 -7.45969
H 4.33455 8.09940 -15.39391
H 4.49775 9.56849 -16.80206

Calculated values
Orbital gap: 6.193 eV
Net charge: -1
Lowest unoccupied orbital energy: 2.3 eV
HOMO level: -3.87 eV

---

A 2-piece molecular cluster, C2H6NO2 overall at a distorted geometry. Source: the Open Molecules 2025 dataset; level of theory: wB97M-V/def2-TZVPD.

Geometry (Å):
H -1.27913 1.11347 -0.21613
H 1.30796 -1.38978 1.23976
H -1.68669 -0.56322 0.46199
H -1.03245 -0.43737 -1.20607
C -1.04646 0.04097 -0.20680
O 0.41116 -1.27958 1.05390
N 0.25838 0.02870 0.34930
O 2.52962 -0.34401 -0.33788
C 1.34043 -0.07679 -0.69237
H 1.12240 0.80960 -1.32048
H 0.77343 -1.19657 -1.44236

Calculated values
Orbital gap: 7.181 eV
Net charge: -1
Lowest unoccupied orbital energy: 4.5 eV
HOMO level: -2.65 eV

---

The molecule C4H6N4O at a distorted geometry. Source: the Open Molecules 2025 dataset; level of theory: wB97M-V/def2-TZVPD.

Geometry (Å):
H 3.28765 -0.93616 0.14843
C -1.47521 0.84430 -0.05682
N -1.41144 -0.47295 -0.03451
H -2.76698 -1.65749 0.77943
O -2.67036 -1.19310 -0.06725
N 0.93606 -1.07196 -0.08667
H -0.59478 -2.34640 -0.06848
H -3.21707 1.78447 -0.11291
C -0.29956 -1.30071 -0.06788
H 1.24468 2.37194 -0.02460
N -2.20409 1.82424 -0.07022
C 1.03401 1.33450 -0.01657
C 1.60066 0.14935 -0.10091
H 3.55642 0.72748 0.01666
N 2.97999 -0.05751 -0.23772

Calculated values
Orbital gap (alpha / beta): 8.297 / 8.256 eV
Lowest unoccupied orbital energy (alpha / beta): 0.0 / 0.2 eV
HOMO level (alpha / beta): -8.25 / -8.05 eV

---

no.,electronic energy (Ha)
1,-1069.0725
2,-1167.8939
3,-284.9415
4,-450.0561